ORCA calculation (the ωB97M-V functional and the def2-TZVPD basis) on one molecule with the formula C2H4O2 in a non-equilibrium geometry.

## Properties
HOMO in eV: -10.65
Orbital gap in eV: 11.432
SMILES: CC(=O)O

XYZ file:
```
8
Properties=species:S:1:pos:R:3:forces:R:3
O -1.315 -0.216 -0.778 -0.11 0.06 0.20
O -0.225 -1.562 0.623 -0.03 -0.19 -0.10
C -0.269 -0.528 0.012 -0.06 -0.15 0.90
C 0.732 0.554 0.150 0.87 1.19 -0.72
H 1.756 0.200 0.172 -0.01 -0.48 0.08
H 0.620 1.174 1.038 -0.45 -0.38 0.25
H -1.979 -0.885 -0.545 -0.04 -0.05 -0.38
H 0.679 1.263 -0.670 -0.17 -0.01 -0.25
```
Forces are in eV/Å.

Want to see where the charge sits? The Mulliken charges in e are: atom 1 (O): -0.4454, atom 2 (O): -0.5357, atom 3 (C): 0.6873, atom 4 (C): -0.8867, atom 5 (H): 0.2874, atom 6 (H): 0.2520, atom 7 (H): 0.3386, atom 8 (H): 0.3024

=====

ORCA calculation (the ωB97M-V functional and the def2-TZVPD basis) on C8H6F12N4O8S4Zn as an isolated structure in a non-equilibrium geometry.

## Properties
HOMO in eV: -10.82
Orbital gap in eV: 10.504

XYZ file:
```
43
Properties=species:S:1:pos:R:3:forces:R:3
Zn -0.169 0.239 -0.215 -1.25 -0.36 0.31
S 2.752 1.625 0.006 1.31 1.84 0.69
S -1.401 -2.261 1.695 0.27 -0.37 -2.49
S -0.897 0.153 2.826 1.67 2.61 1.59
S 2.574 -0.875 -1.009 -0.29 -0.52 0.60
F -2.841 1.881 3.186 -0.38 0.21 -0.02
F 3.430 0.394 -3.260 0.52 0.88 -0.11
F 1.074 3.301 1.163 0.04 0.14 -0.56
F -3.143 0.028 4.267 -0.05 0.19 0.08
F 3.746 -1.712 -3.167 0.51 -0.94 -0.40
F 1.173 -2.488 2.434 0.27 0.33 0.39
F -3.535 0.095 2.152 -0.01 0.30 -0.17
F -0.107 -4.117 3.017 0.03 -0.71 0.25
F 1.775 -0.896 -3.529 -0.77 -0.43 -0.42
F 0.554 -3.866 0.950 -0.13 -0.74 -0.23
F 2.647 4.267 0.062 -0.02 -0.09 -0.47
F 0.949 3.363 -1.003 0.17 0.25 -0.20
O -0.445 -0.516 4.023 -0.73 -0.29 -1.18
O 3.100 1.403 1.385 -0.55 -0.06 -1.18
O 3.780 1.874 -0.974 -0.41 -0.32 0.41
O -2.308 -2.455 2.784 0.61 0.77 0.01
O 3.837 -1.096 -0.355 -1.03 1.01 -0.72
O -0.287 1.464 2.597 -0.90 -1.50 -0.59
O -1.838 -2.688 0.380 0.51 0.16 0.94
O 1.580 -1.908 -0.861 0.00 0.16 -0.57
N -1.672 1.761 -0.045 0.47 0.12 -0.60
N -1.093 -0.904 -1.714 0.37 0.97 0.17
N 1.692 0.537 -0.608 2.00 -0.78 -0.31
N -0.769 -0.685 1.438 -1.50 -1.88 2.23
C -2.620 3.942 -1.093 -0.60 0.13 0.26
C 1.791 3.266 0.032 -0.36 -1.12 1.23
C 2.923 -0.743 -2.898 -0.48 0.45 1.74
C -0.609 -3.139 -2.971 -0.66 1.37 0.20
C -2.090 2.722 -0.510 -0.15 -0.10 -0.15
C -2.758 0.565 3.125 0.96 -0.92 -0.14
C 0.186 -3.273 2.064 -0.60 1.37 -0.34
C -0.839 -1.871 -2.263 -0.02 -1.19 0.08
H 0.463 -3.281 -3.057 -0.02 -0.13 -0.26
H -2.525 4.735 -0.352 0.28 0.16 -0.22
H -3.688 3.859 -1.301 0.01 -0.34 0.14
H -1.099 -3.958 -2.453 0.05 0.03 0.16
H -2.155 4.176 -2.047 0.38 0.05 0.18
H -1.137 -2.920 -3.905 0.46 -0.66 -0.33
```
Forces are in eV/Å.

Want to see where the charge sits? The Mulliken charges in e are: atom 1 (Zn): 0.8037, atom 2 (S): 0.9175, atom 3 (S): 0.7130, atom 4 (S): 0.9085, atom 5 (S): 0.6312, atom 6 (F): -0.2120, atom 7 (F): -0.1924, atom 8 (F): -0.1910, atom 9 (F): -0.2160, atom 10 (F): -0.2033, atom 11 (F): -0.2046, atom 12 (F): -0.2267, atom 13 (F): -0.2200, atom 14 (F): -0.2200, atom 15 (F): -0.2093, atom 16 (F): -0.1950, atom 17 (F): -0.2360, atom 18 (O): -0.6017, atom 19 (O): -0.5667, atom 20 (O): -0.5995, atom 21 (O): -0.5634, atom 22 (O): -0.5753, atom 23 (O): -0.5994, atom 24 (O): -0.6016, atom 25 (O): -0.5651, atom 26 (N): -0.1373, atom 27 (N): -0.4529, atom 28 (N): 0.0875, atom 29 (N): -0.1815, atom 30 (C): -1.1726, atom 31 (C): 0.5527, atom 32 (C): 0.7057, atom 33 (C): -1.0629, atom 34 (C): 0.5017, atom 35 (C): 0.6435, atom 36 (C): 0.8090, atom 37 (C): 0.9066, atom 38 (H): 0.3053, atom 39 (H): 0.3023, atom 40 (H): 0.3848, atom 41 (H): 0.3370, atom 42 (H): 0.3110, atom 43 (H): 0.3852

=====

ORCA calculation (the ωB97M-V functional and the def2-TZVPD basis) on a 5-piece molecular cluster, C37H45NO18 overall.

## Properties
HOMO in eV: -9.28
Orbital gap in eV: 7.747
SMILES: COCCCCCCCCC[C@H](N)COC.O=C1C=C(O)C(=O)C=C1O.O=C1C=C(O)C(=O)C=C1O.O=C1C=C(O)C(=O)C=C1O.O=C1C=C(O)C(=O)C=C1O

XYZ file:
```
101
Properties=species:S:1:pos:R:3:forces:R:3
O -0.285 -4.928 -6.310 0.05 0.00 -0.06
O 9.174 -0.928 0.037 0.02 -0.01 0.08
O -4.780 -1.813 0.231 -0.12 0.13 0.08
O -4.157 -7.821 -3.766 -0.05 -0.01 0.07
O -6.863 -2.538 2.186 0.01 0.00 -0.03
O 2.602 -0.405 1.614 -0.15 -0.24 -0.08
O -0.412 -1.317 1.908 -0.10 0.02 0.19
O -3.725 -2.647 -1.970 -0.14 0.01 0.00
O 6.729 2.168 -3.739 -0.01 0.01 -0.08
O -1.589 3.467 1.559 -0.14 0.17 -0.15
O 0.646 -2.129 -0.312 -0.07 -0.03 -0.01
O 9.558 -1.374 -2.495 0.05 -0.07 0.08
O -10.045 -5.924 2.874 -0.03 -0.11 0.02
O -1.194 -4.184 -3.988 0.18 0.04 -0.17
O -8.331 -7.798 2.334 0.02 -0.08 -0.02
O -5.114 -4.432 1.711 0.01 0.09 -0.08
O 6.385 2.643 -1.208 -0.02 0.05 -0.08
O -3.211 -8.598 -6.058 -0.09 -0.06 0.05
N -2.152 6.062 1.022 0.31 0.20 0.15
C -6.240 -4.827 1.952 0.02 -0.34 0.08
C 7.754 0.885 -0.427 -0.10 0.12 0.03
C -1.703 -5.202 -4.422 -0.30 -0.10 0.25
C 8.549 -0.126 -0.807 -0.04 0.05 0.09
C 3.078 2.748 -0.382 0.08 0.15 -0.19
C 3.661 4.135 -0.118 -0.09 -0.30 0.35
C -1.969 2.410 2.398 0.03 -0.07 -0.07
C -2.905 -2.339 -1.123 0.35 -0.10 -0.09
C 2.825 4.904 0.905 -0.03 0.27 -0.31
C -3.215 -7.065 -4.306 -0.01 0.07 0.09
C -0.095 6.880 2.020 0.37 -0.21 -0.12
C -2.735 -5.951 -3.737 0.05 0.12 0.06
C 2.035 -0.036 2.855 0.11 0.04 0.19
C 7.120 1.700 -1.442 0.08 -0.15 0.29
C 2.453 7.188 2.002 -0.17 0.03 -0.26
C -2.667 -1.505 1.219 0.04 0.08 0.12
C -7.885 -6.554 2.281 0.11 -0.05 -0.02
C -2.716 -7.569 -5.638 0.22 0.12 -0.21
C -1.216 -5.692 -5.763 0.02 -0.07 -0.09
C -8.548 -4.119 2.588 -0.13 -0.06 0.08
C -1.229 -1.602 1.054 -0.13 0.02 -0.04
C -1.694 -6.808 -6.331 -0.07 -0.13 -0.06
C -8.928 -5.515 2.613 0.01 0.32 0.01
C 2.883 1.934 0.883 -0.08 -0.17 0.15
C -0.817 4.447 2.223 0.09 -0.29 -0.04
C 2.833 6.423 0.730 0.15 -0.11 0.08
C 2.350 0.539 0.590 0.09 0.19 0.09
C 8.809 -0.444 -2.261 -0.11 0.14 -0.28
C -0.675 -2.080 -0.266 0.10 -0.06 -0.09
C -1.470 -2.424 -1.291 -0.12 0.02 -0.14
C -7.288 -3.786 2.268 -0.13 0.05 -0.09
C 8.162 0.365 -3.275 0.09 -0.13 -0.03
C 1.245 6.602 2.730 -0.08 0.25 0.12
C -6.624 -6.226 1.969 0.13 0.05 -0.02
C -0.765 5.684 1.351 -0.55 -0.06 -0.13
C -3.455 -1.850 0.194 0.08 -0.02 0.16
C 7.366 1.373 -2.895 0.04 -0.04 -0.10
H 8.346 0.125 -4.313 -0.01 0.02 -0.01
H -0.808 7.326 2.712 -0.11 -0.06 0.10
H -0.223 5.406 0.441 0.19 0.05 -0.05
H -2.170 7.036 0.749 -0.06 0.04 -0.10
H 0.184 4.032 2.378 0.12 0.04 0.12
H 2.734 0.561 3.444 0.04 0.12 -0.01
H -5.078 -2.127 -0.646 0.02 -0.04 -0.09
H -5.868 -6.964 1.740 -0.02 -0.02 -0.01
H 3.163 4.658 1.911 -0.01 -0.12 0.11
H -3.091 -5.577 -2.787 -0.02 -0.01 0.00
H 4.670 3.990 0.270 0.16 0.18 -0.09
H -5.951 -2.562 1.831 0.07 0.06 0.02
H -9.305 -3.381 2.816 0.02 0.03 -0.01
H 3.313 7.253 2.669 0.06 -0.19 0.10
H -3.050 -1.159 2.168 -0.02 -0.02 0.00
H 2.178 2.430 1.552 0.06 0.12 0.07
H 3.824 6.742 0.402 0.06 0.08 -0.02
H 2.127 2.860 -0.912 -0.11 -0.06 0.01
H 0.086 7.618 1.236 -0.10 0.16 -0.02
H -9.275 -7.736 2.581 -0.06 0.04 0.02
H 3.745 4.686 -1.054 -0.02 0.09 -0.10
H 1.380 5.534 2.859 0.09 -0.10 0.11
H -1.090 -2.774 -2.241 0.00 -0.02 0.05
H 2.213 8.217 1.725 0.08 0.12 0.06
H -4.304 -8.559 -4.389 0.01 -0.04 -0.06
H -1.349 -7.170 -7.289 0.02 0.02 0.00
H 7.562 1.119 0.610 0.02 -0.02 0.01
H 1.268 0.608 0.426 -0.11 -0.04 -0.16
H -2.496 5.520 0.243 -0.09 -0.14 0.02
H -0.128 -4.198 -5.682 -0.01 0.04 0.06
H 2.819 0.136 -0.305 0.01 -0.08 -0.10
H 3.748 2.201 -1.048 0.03 -0.04 -0.09
H 9.679 -1.560 -0.511 0.02 -0.03 -0.06
H 1.791 4.563 0.814 -0.04 -0.06 0.17
H -2.608 1.744 1.824 -0.04 -0.05 -0.09
H -2.534 2.774 3.260 -0.02 0.03 0.13
H 3.830 1.852 1.424 0.12 -0.04 -0.04
H 6.236 2.808 -3.189 -0.03 0.03 0.07
H 0.985 -1.837 0.561 0.08 0.08 0.02
H 1.110 0.523 2.719 -0.09 0.03 0.00
H 1.213 7.012 3.740 -0.04 0.09 0.02
H 1.801 -0.939 3.410 0.02 -0.11 -0.01
H -1.102 1.841 2.748 0.08 -0.04 0.10
H -1.244 4.683 3.204 -0.16 0.08 0.04
H 2.147 6.684 -0.077 -0.05 0.02 -0.11
```
Forces are in eV/Å.

Results of the Mulliken charge analysis, in e, for atoms 1 through 99: atom 1 (O): -0.5958, atom 2 (O): -0.5830, atom 3 (O): -0.6019, atom 4 (O): -0.5799, atom 5 (O): -0.5663, atom 6 (O): -0.5179, atom 7 (O): -0.5437, atom 8 (O): -0.6896, atom 9 (O): -0.5890, atom 10 (O): -0.3422, atom 11 (O): -0.6671, atom 12 (O): -0.6272, atom 13 (O): -0.6301, atom 14 (O): -0.5819, atom 15 (O): -0.5769, atom 16 (O): -0.5121, atom 17 (O): -0.5622, atom 18 (O): -0.6289, atom 19 (N): -0.7384, atom 20 (C): 1.0002, atom 21 (C): -1.1041, atom 22 (C): 1.0767, atom 23 (C): 0.4342, atom 24 (C): -0.7845, atom 25 (C): -0.9801, atom 26 (C): -0.6189, atom 27 (C): 1.1737, atom 28 (C): 0.2378, atom 29 (C): 0.3999, atom 30 (C): -1.1590, atom 31 (C): -1.0066, atom 32 (C): -0.2430, atom 33 (C): 1.0536, atom 34 (C): -1.2721, atom 35 (C): -1.0591, atom 36 (C): 0.3590, atom 37 (C): 0.9521, atom 38 (C): 0.2142, atom 39 (C): -0.9412, atom 40 (C): 0.9164, atom 41 (C): -0.9132, atom 42 (C): 1.0742, atom 43 (C): 0.0791, atom 44 (C): -0.6044, atom 45 (C): -0.7337, atom 46 (C): -0.3656, atom 47 (C): 1.0274, atom 48 (C): 0.4662, atom 49 (C): -1.0999, atom 50 (C): 0.4212, atom 51 (C): -0.9664, atom 52 (C): -0.5099, atom 53 (C): -1.1287, atom 54 (C): 0.6241, atom 55 (C): 0.2773, atom 56 (C): 0.3213, atom 57 (H): 0.4257, atom 58 (H): 0.3923, atom 59 (H): 0.1520, atom 60 (H): 0.2560, atom 61 (H): 0.0585, atom 62 (H): 0.2680, atom 63 (H): 0.3625, atom 64 (H): 0.4427, atom 65 (H): 0.4953, atom 66 (H): 0.4746, atom 67 (H): 0.3155, atom 68 (H): 0.2454, atom 69 (H): 0.4420, atom 70 (H): 0.4138, atom 71 (H): 0.5810, atom 72 (H): -0.1027, atom 73 (H): 0.4383, atom 74 (H): 0.3103, atom 75 (H): 0.4947, atom 76 (H): 0.3710, atom 77 (H): 0.4176, atom 78 (H): 0.3220, atom 79 (H): 0.6114, atom 80 (H): 0.3898, atom 81 (H): 0.3661, atom 82 (H): 0.4334, atom 83 (H): 0.4533, atom 84 (H): 0.1719, atom 85 (H): 0.2372, atom 86 (H): 0.3627, atom 87 (H): 0.4111, atom 88 (H): 0.4706, atom 89 (H): 0.3701, atom 90 (H): -0.3776, atom 91 (H): 0.2013, atom 92 (H): 0.3918, atom 93 (H): 0.2485, atom 94 (H): 0.3452, atom 95 (H): 0.2799, atom 96 (H): -0.1423, atom 97 (H): 0.4075, atom 98 (H): 0.2612, atom 99 (H): 0.1448